[1]
Molecular formula: C7H13N3O
Method: DFT, wB97M-V/def2-TZVPD

CARTESIAN COORDINATES (ANGSTROEM)
C (-1.06058, 2.20981, 0.64973)
C (-2.04866, 1.02275, 0.54444)
C (0.32653, 1.70420, 0.90908)
C (0.61520, 0.81555, 1.91047)
C (2.22060, 0.87277, 0.34638)
N (1.26365, 1.67054, -0.07469)
N (1.85626, 0.29262, 1.52288)
H (-1.12633, 2.67569, -0.34408)
H (-1.37664, 3.04687, 1.28203)
H (-2.89406, 1.24398, -0.11638)
H (0.10292, 0.44060, 2.77126)
H (3.20548, 0.68477, -0.03641)
H (2.33760, -0.46024, 1.97428)
H (-2.45571, 0.76374, 1.52400)
H (-1.54049, 0.17388, 0.10528)
C (-0.09685, -2.88555, -0.99237)
C (0.62088, -1.65781, -1.43429)
O (1.74062, -1.41531, -1.05003)
N (-0.04083, -0.81783, -2.32211)
H (-0.59264, -3.33770, -1.86998)
H (-0.84026, -2.76221, -0.21042)
H (0.28714, 0.13959, -2.22470)
H (-1.03855, -0.71634, -2.22239)
H (0.53471, -3.70437, -0.64198)

Forces on the atoms, in the same order (eV/Å):
C -0.5 0.5 -1.3
C -0.4 0.7 0.4
C -1.6 -0.9 0.2
C 1.8 -0.2 -0.9
C -0.8 -0.2 1.2
N 1.2 0.6 -0.3
N -0.4 0.5 0.3
H 0.7 0.0 0.1
H -0.1 -0.5 0.4
H 0.0 0.2 0.2
H -0.2 0.1 0.2
H -0.1 0.0 -0.6
H 0.2 0.0 0.1
H 0.1 -0.3 -0.1
H 0.2 -0.3 0.1
C -0.8 -1.7 -0.9
C 0.0 0.3 0.5
O 0.4 0.0 -0.2
N -0.1 0.9 0.5
H -0.2 0.3 0.3
H -0.2 0.5 0.0
H 0.7 -0.1 -0.2
H -0.4 -0.9 0.0
H 0.5 0.6 0.0

LUMO ... 0.81 eV
Relative energy (zero: lowest compared OMol25 entry of this formula, charge and spin) ... 12.7 kcal/mol
Multiplicity ... 1
Kohn-Sham gap ... 9.169 eV
SMILES string ... CCc1c[nH]cn1.CC(N)=O

[2]
Molecular formula: C30H32BrF5N4O16S
Method: DFT, wB97M-V/def2-TZVPD

CARTESIAN COORDINATES (ANGSTROEM)
C (0.17260, 2.97855, -0.60742)
C (-1.09084, 2.13536, -1.30178)
N (-2.36260, 2.46600, -0.82667)
C (-0.84135, 0.94583, -2.44980)
C (-0.53638, -0.46019, -1.60491)
C (-1.75976, -1.52643, -1.27618)
C (-3.31504, -1.28211, -1.78298)
C (-1.33048, -2.87142, -0.38321)
C (-2.52103, -3.97932, -0.01562)
C (-3.14943, -3.75114, 1.50801)
O (-3.84608, -2.59216, 1.66333)
Br (-2.97833, -5.04168, 3.02777)
C (0.24320, -3.10299, 0.13318)
C (0.57961, -4.42117, 1.04819)
C (1.30015, -5.65817, 0.24737)
C (1.71920, -6.98043, 1.18179)
N (1.53985, -5.65516, -1.13278)
C (1.44513, -2.01178, -0.26725)
N (2.92496, -2.06544, 0.07750)
S (3.53066, -0.60077, -0.69720)
N (2.21001, 0.27358, -1.46508)
C (1.03806, -0.67927, -1.14871)
H (0.65475, 2.40309, 0.29527)
H (-0.30378, 3.97431, -0.18239)
H (0.92462, 3.20074, -1.48960)
H (-3.07653, 1.87280, -1.30394)
H (0.18461, 1.18756, -3.00925)
H (-1.74549, 0.81925, -3.18194)
H (-3.44440, -1.81908, -2.81861)
H (-4.01583, -1.68314, -0.93468)
H (-3.59031, -0.15140, -1.94826)
H (-3.43704, -3.92174, -0.77096)
H (-2.07363, -5.05752, -0.09535)
H (-0.38759, -4.85623, 1.55499)
H (1.32948, -4.08277, 1.89596)
H (2.48361, -6.62441, 2.02468)
H (2.17611, -7.85699, 0.55521)
H (0.75443, -7.33885, 1.78664)
H (1.97871, -6.60745, -1.30062)
C (2.83434, 7.67186, -1.13038)
C (1.88816, 7.03589, -0.17017)
O (1.25368, 6.04181, -0.94225)
C (2.17299, 5.68173, -1.88135)
O (2.10175, 4.66751, -2.55526)
O (3.18985, 6.59247, -1.97090)
F (0.95077, 7.91949, 0.23997)
H (2.36451, 8.45898, -1.72963)
H (3.71465, 8.08789, -0.63302)
H (2.37167, 6.57518, 0.69787)
C (2.99743, 5.83632, 4.41062)
C (4.05610, 6.71851, 4.97867)
O (5.03680, 6.75002, 3.96668)
C (4.35075, 6.57433, 2.80257)
O (4.80665, 6.81335, 1.69672)
O (3.08545, 6.10450, 3.02560)
F (4.60281, 6.16524, 6.08441)
H (3.19198, 4.77319, 4.58748)
H (2.00307, 6.07960, 4.79463)
H (3.72083, 7.73775, 5.19835)
C (7.68978, 4.26599, 3.64089)
C (8.24754, 2.88374, 3.64246)
O (7.34176, 2.16382, 4.44754)
C (6.14569, 2.79698, 4.28877)
O (5.06964, 2.31587, 4.60267)
O (6.29795, 4.03508, 3.72717)
F (9.46161, 2.85428, 4.23645)
H (8.01424, 4.85473, 4.50547)
H (7.94037, 4.81457, 2.72894)
H (8.30606, 2.42222, 2.65095)
C (-7.36719, -1.69664, -5.46666)
C (-7.24988, -0.87747, -4.22695)
O (-5.94157, -1.14667, -3.77667)
C (-5.22897, -1.42556, -4.90409)
O (-4.01044, -1.43919, -4.95770)
O (-6.04671, -1.68086, -5.97067)
F (-8.12062, -1.30223, -3.28405)
H (-7.66612, -2.73064, -5.26448)
H (-8.06683, -1.26363, -6.18666)
H (-7.36978, 0.19928, -4.38744)
C (-4.75796, -6.38613, -0.13227)
C (-5.59341, -7.62040, -0.11452)
O (-5.53800, -8.07502, -1.44761)
C (-4.33261, -7.64791, -1.91803)
O (-3.80366, -8.07344, -2.93144)
O (-3.78416, -6.68909, -1.11098)
F (-6.87945, -7.32803, 0.18261)
H (-5.31991, -5.49863, -0.44201)
H (-4.29148, -6.18569, 0.83603)
H (-5.22402, -8.40282, 0.55697)

Forces on the atoms, in the same order (eV/Å):
C -1.2 -0.3 -1.0
C -3.6 1.0 1.8
N 5.2 -1.8 -2.5
C 1.3 -0.4 1.5
C -1.1 -2.0 0.7
C 4.4 0.9 0.9
C 1.0 -0.2 0.4
C 3.1 1.8 -0.1
C 0.9 -0.5 0.3
C -3.8 7.7 -1.2
O 4.7 -8.2 -0.5
Br 0.0 1.0 -1.4
C -2.4 1.4 -1.6
C 0.7 0.3 -0.6
C 0.9 -0.9 -3.6
C -0.6 1.2 0.8
N -0.8 -1.0 6.5
C 0.0 1.0 -0.6
N -5.1 3.3 -3.1
S -3.0 -0.9 0.1
N -2.4 -6.3 3.1
C 0.1 -0.6 0.4
H -0.9 0.9 -2.0
H 1.0 -2.1 -1.0
H -1.4 -0.4 2.2
H 0.8 0.4 0.2
H -2.5 -0.5 1.0
H 1.8 0.3 1.5
H 0.1 0.9 2.2
H 1.3 0.7 -1.8
H 0.9 -2.3 0.4
H 2.1 0.2 1.7
H -0.8 2.1 0.2
H 1.9 1.0 -1.0
H -1.6 -0.7 -1.6
H -1.5 -0.8 -1.9
H -1.0 1.8 1.1
H 2.1 0.6 -1.5
H -0.5 1.4 0.1
C 0.9 1.0 0.0
C -0.4 0.2 0.6
O 0.9 -0.2 -0.4
C 0.0 -2.3 -1.9
O 0.3 2.5 1.4
O -0.7 -0.9 0.0
F -0.2 0.2 0.3
H -0.2 -0.1 0.2
H 0.0 -0.3 -0.1
H -0.2 0.1 -0.1
C -1.2 -0.7 0.5
C 0.4 -0.1 0.8
O -0.7 0.3 -0.8
C 0.9 0.2 -2.5
O -1.1 -0.6 2.4
O 1.1 0.6 -0.5
F 0.1 0.1 0.2
H 0.2 0.2 0.1
H 0.1 0.0 -0.3
H 0.2 -0.1 0.1
C 0.3 1.2 -0.5
C 0.8 -0.3 0.2
O -0.7 0.4 -0.5
C -2.9 -1.0 0.9
O 2.5 1.3 -0.7
O -0.4 -1.1 0.3
F 0.2 -0.1 -0.1
H 0.1 -0.3 0.0
H -0.3 -0.1 0.1
H 0.2 0.0 0.1
C -0.9 -0.3 -0.9
C -0.5 0.0 0.7
O 0.3 0.1 -0.8
C 3.1 -0.3 -0.6
O -2.9 0.0 0.0
O 0.8 0.3 0.8
F -0.1 0.1 0.2
H 0.0 0.2 0.2
H 0.3 -0.1 0.0
H -0.1 -0.1 0.2
C 0.3 0.9 0.8
C -0.8 -0.1 0.2
O 0.9 0.2 0.1
C 1.6 -1.0 -3.0
O -1.3 1.1 2.6
O -0.2 -0.8 -0.6
F -0.2 -0.1 0.2
H -0.2 -0.2 0.0
H 0.0 -0.1 -0.3
H -0.2 0.0 0.0

LUMO ... -1.26 eV
Multiplicity ... 1
Kohn-Sham gap ... 6.560 eV
SMILES string ... [H]/N=C(/C)Cc1c(C)c(CC(=O)Br)c(C/C(C)=N/[H])c2nsnc12.O=C1OC[C@@H](F)O1.O=C1OC[C@@H](F)O1.O=C1OC[C@@H](F)O1.O=C1OC[C@@H](F)O1.O=C1OC[C@@H](F)O1

[3]
Molecular formula: C30H54O21S3
Method: DFT, wB97M-V/def2-TZVPD

CARTESIAN COORDINATES (ANGSTROEM)
C (-4.88937, 1.10055, 4.81395)
C (-3.92034, 1.61862, 3.75129)
C (-2.65974, 0.76994, 3.56135)
O (-2.70727, 0.40895, 2.17544)
C (-3.80126, 0.92504, 1.59932)
O (-4.00637, 0.82600, 0.43270)
O (-4.56948, 1.58773, 2.47850)
H (-4.56515, 1.36958, 5.81838)
H (-4.97901, 0.00730, 4.82448)
H (-5.90093, 1.43076, 4.58199)
H (-3.73491, 2.63979, 4.09031)
H (-2.66893, -0.16688, 4.11423)
H (-1.79101, 1.36655, 3.83684)
C (1.71648, 2.63391, 1.76820)
C (2.10893, 4.07092, 1.80490)
C (2.53718, 4.71476, 3.13703)
O (3.54173, 5.62853, 2.74218)
C (3.90531, 5.42627, 1.44529)
O (4.72589, 6.00925, 0.85680)
O (3.18975, 4.38866, 0.93939)
H (1.02929, 2.38785, 2.57472)
H (2.58170, 1.96033, 1.85331)
H (1.36432, 2.29223, 0.79405)
H (1.27214, 4.70427, 1.48413)
H (2.94371, 4.04615, 3.89977)
H (1.65600, 5.20283, 3.55510)
C (3.05371, -3.69448, -3.29208)
C (4.23271, -3.38687, -2.39611)
C (3.85253, -2.86828, -0.99675)
O (4.51406, -3.76713, -0.11023)
C (5.22713, -4.68131, -0.80657)
O (5.87671, -5.54493, -0.33492)
O (5.06822, -4.50295, -2.13642)
H (2.49544, -2.77048, -3.44366)
H (2.38719, -4.44814, -2.87395)
H (3.40760, -4.05721, -4.25836)
H (4.79834, -2.61785, -2.93056)
H (2.77095, -2.94540, -0.90678)
H (4.23617, -1.85778, -0.89320)
C (1.00818, -0.45900, 3.43086)
C (0.73048, -1.74184, 4.19619)
C (-0.63473, -2.37895, 3.83346)
O (-0.27824, -3.38944, 2.90276)
C (1.06148, -3.56996, 2.87429)
O (1.62279, -4.29506, 2.12345)
O (1.65465, -2.76592, 3.78631)
H (1.76963, -0.65107, 2.66831)
H (1.55208, 0.29998, 4.00667)
H (0.17955, 0.09687, 2.99568)
H (0.88293, -1.66568, 5.26932)
H (-1.25466, -1.63854, 3.34012)
H (-1.06187, -2.84052, 4.72310)
C (2.30984, -6.94146, -1.70002)
C (1.40229, -6.31362, -0.66618)
C (0.37200, -5.29756, -1.06906)
O (-0.69548, -5.53679, -0.10831)
C (-0.61420, -6.83781, 0.26534)
O (-1.43952, -7.41204, 0.88199)
O (0.54693, -7.37885, -0.15468)
H (2.70870, -7.87752, -1.31749)
H (3.15941, -6.33038, -1.99761)
H (1.70861, -7.14599, -2.59112)
H (1.98564, -5.99848, 0.20452)
H (-0.05098, -5.56033, -2.04462)
H (0.58216, -4.23940, -0.95869)
C (-1.30538, 6.62307, 3.09337)
C (-2.01479, 5.81820, 2.02968)
C (-2.25718, 6.53692, 0.72023)
O (-2.20560, 5.45410, -0.22961)
C (-1.43649, 4.47873, 0.27336)
O (-1.02917, 3.55498, -0.32708)
O (-1.18268, 4.71712, 1.59216)
H (-1.17103, 6.00066, 3.98077)
H (-1.85385, 7.51066, 3.40127)
H (-0.30474, 6.89389, 2.75086)
H (-2.88292, 5.32449, 2.47483)
H (-1.41972, 7.17441, 0.44185)
H (-3.24480, 6.98509, 0.70175)
C (-0.68504, 0.55168, -1.09711)
S (-0.49473, -1.24093, -1.32743)
O (0.88876, -1.47000, -1.87973)
C (-0.55806, -1.97149, 0.32084)
H (-0.93876, 0.96750, -2.06643)
H (0.24001, 0.95682, -0.69744)
H (-1.53214, 0.61858, -0.41372)
H (-0.64552, -3.04848, 0.22090)
H (-1.50063, -1.64461, 0.76765)
H (0.29918, -1.63335, 0.89791)
C (-3.23686, 2.66811, -5.19931)
S (-1.91599, 3.62244, -5.99602)
O (-2.28829, 5.05310, -6.12306)
C (-0.76490, 3.51106, -4.59935)
H (-3.33377, 1.64289, -5.52873)
H (-4.20619, 3.17515, -5.17785)
H (-3.06096, 2.68578, -4.11908)
H (-0.44476, 2.49130, -4.40090)
H (-1.28453, 3.93242, -3.73734)
H (0.08018, 4.14975, -4.85153)
C (-1.41479, -2.44853, -4.60003)
S (-1.37092, -0.74573, -5.24071)
O (-1.80314, 0.20528, -4.17929)
C (0.42832, -0.69726, -5.18007)
H (-0.69351, -3.09936, -5.11816)
H (-2.35642, -2.94300, -4.83516)
H (-1.06246, -2.67310, -3.58821)
H (0.81276, -0.93070, -4.18677)
H (0.77531, 0.28600, -5.50539)
H (0.86907, -1.38132, -5.91060)

Forces on the atoms, in the same order (eV/Å):
C -0.1 -1.0 -0.2
C -1.1 -0.5 1.4
C -0.4 0.2 -0.1
O 0.8 0.1 0.8
C 0.0 0.3 -1.1
O -0.3 -0.1 0.1
O 0.4 0.1 0.1
H -0.2 0.3 0.0
H 0.3 0.0 -0.2
H 0.1 0.5 0.3
H 0.4 0.2 -0.8
H -0.1 0.1 0.3
H 0.3 -0.2 -0.4
C 1.0 -1.2 -0.3
C -0.5 1.2 0.1
C -0.3 -0.8 0.0
O 0.1 0.7 0.0
C -1.3 -1.5 0.8
O 1.2 1.0 -0.6
O 0.3 -0.2 -0.3
H -0.2 0.1 -0.2
H 0.2 0.4 0.6
H -0.7 0.6 0.1
H -0.1 -0.4 -0.2
H 0.1 -0.2 -0.2
H 0.3 0.4 0.2
C 0.1 -0.3 -0.1
C -0.3 0.9 -0.4
C 0.0 -0.5 -0.9
O 0.1 0.1 0.1
C -0.5 0.4 -0.2
O 0.4 -0.5 0.4
O 0.0 -0.1 -0.2
H -0.1 0.0 0.1
H 0.0 0.1 0.1
H 0.0 0.0 0.0
H 0.4 -0.2 0.2
H 0.0 0.3 0.5
H -0.2 0.1 0.5
C 1.5 1.0 0.1
C -0.3 -0.3 -0.2
C 1.1 0.1 0.5
O -0.2 -0.2 -0.2
C -0.1 0.4 0.0
O 0.1 -0.2 0.0
O 0.1 0.0 -0.2
H -0.4 -0.2 -0.3
H -0.2 -0.3 0.5
H -0.3 -0.5 -0.1
H -0.2 0.3 0.0
H -0.4 -0.2 0.1
H -0.4 0.1 -0.2
C -0.5 0.1 -0.5
C 0.9 -0.7 0.9
C -1.1 -0.1 0.3
O 0.3 -0.2 -0.3
C 0.6 0.3 -0.2
O -0.7 -0.4 0.4
O -0.1 0.3 -0.2
H -0.1 0.0 0.1
H -0.1 0.2 0.2
H 0.2 -0.2 -0.1
H -0.1 0.3 -0.1
H 0.2 0.3 -0.2
H 0.6 -0.1 -0.4
C 0.5 -0.5 0.2
C 0.5 -0.2 0.4
C -0.2 -0.9 0.0
O -0.4 0.2 -0.1
C -0.3 0.9 0.7
O 0.5 -1.0 -0.5
O 0.1 0.0 0.0
H 0.0 0.1 0.0
H -0.1 0.0 -0.2
H -0.1 0.2 -0.1
H -0.4 0.4 -0.3
H -0.3 0.5 0.3
H 0.2 0.3 -0.3
C 0.0 -1.2 0.7
S -0.4 0.0 -0.9
O 0.2 -0.1 0.2
C -0.3 1.0 -0.1
H 0.0 -0.1 -0.1
H 0.0 0.1 0.1
H 0.0 0.5 0.0
H 0.3 0.0 -0.1
H 0.1 0.2 0.1
H 0.1 -0.2 0.1
C -0.7 0.8 1.6
S 0.3 -0.8 -0.3
O -0.3 0.1 0.3
C -0.2 0.5 -0.1
H 0.2 0.0 -0.2
H 0.1 0.2 -1.1
H 0.4 -0.5 -0.1
H -0.2 -0.1 -0.1
H 0.1 -0.1 0.1
H 0.1 -0.1 0.0
C 0.4 -1.6 -0.5
S 1.0 -0.7 0.7
O -0.2 -0.1 0.0
C 0.7 0.3 -0.7
H 0.0 0.6 -0.7
H -0.3 0.4 0.4
H -0.6 1.0 0.2
H -0.3 0.1 0.1
H -0.3 0.1 0.2
H -0.3 -0.2 0.1

LUMO ... -0.48 eV
Relative energy (zero: lowest compared OMol25 entry of this formula, charge and spin) ... 42.1 kcal/mol
Multiplicity ... 1
Kohn-Sham gap ... 7.926 eV